{"formula": "C5H14N3", "method": "the ωB97M-V functional and the def2-TZVPD basis", "e_homo_ev": -12.128, "homo_lumo_gap_ha": 0.34410, "charge": 1, "symbols": ["C", "C", "N", "N", "H", "H", "H", "H", "H", "H", "H", "N", "C", "C", "C", "H", "H", "H", "H", "H", "H", "H"], "xyz": [[-1.25, -1.07, 1.94], [-1.45, -1.18, 0.66], [-0.57, -2.05, -0.11], [-2.05, -0.21, 2.75], [-0.40, -1.56, 2.51], [-2.18, -0.59, 0.17], [-0.25, -1.03, -1.12], [0.26, -2.29, 0.44], [-1.03, -2.97, -0.31], [-3.02, -0.16, 2.51], [-1.99, -0.40, 3.73], [0.20, -0.09, -1.55], [0.98, 0.60, -0.48], [1.86, 2.64, -1.71], [2.10, 1.51, -1.00], [0.79, -0.30, -2.34], [-0.43, 0.64, -1.85], [1.41, -0.18, 0.19], [0.26, 1.18, 0.14], [2.78, 3.13, -2.05], [0.89, 3.06, -1.90], [3.10, 1.35, -0.62]]}

***

{"formula": "C5H7NO", "method": "the ωB97M-V functional and the def2-TZVPD basis", "smiles": "C[C@@H](C#N)[C@@H]1CO1", "e_homo_ev": -10.878, "homo_lumo_gap_ha": 0.43461, "symbols": ["C", "C", "C", "N", "C", "O", "C", "H", "H", "H", "H", "H", "H", "H"], "xyz": [[-1.72, -0.39, 0.48], [-0.52, 0.11, -0.33], [-0.59, 1.54, -0.64], [-0.56, 2.68, -0.85], [0.78, -0.14, 0.42], [1.30, -1.43, 0.19], [2.03, -0.32, -0.31], [-1.76, 0.14, 1.44], [-2.66, -0.22, -0.05], [-1.61, -1.46, 0.68], [-0.47, -0.45, -1.27], [2.98, -0.18, 0.19], [0.80, 0.26, 1.45], [2.00, -0.14, -1.39]]}

***

{"formula": "C4H5NO", "method": "the ωB97M-V functional and the def2-TZVPD basis", "smiles": "[H]/N=C/C=C=CO", "e_homo_ev": -9.011, "homo_lumo_gap_ha": 0.34494, "symbols": ["O", "C", "C", "C", "C", "N", "H", "H", "H", "H", "H"], "xyz": [[-2.02, -0.23, -1.79], [-0.95, 0.52, -1.42], [-0.51, 0.59, -0.19], [0.03, 0.61, 1.01], [1.08, -0.35, 1.42], [1.50, -1.26, 0.63], [-2.05, -0.27, -2.76], [-0.45, 1.11, -2.19], [-0.30, 1.33, 1.76], [1.46, -0.22, 2.44], [2.22, -1.82, 1.09]]}

***

{"formula": "C4H12", "method": "the ωB97M-V functional and the def2-TZVPD basis", "s2": 0.754, "e_homo_ev": [-16.556, -15.937], "spin_multiplicity": 2, "homo_lumo_gap_ha": [0.49713, 0.16233], "charge": 1, "symbols": ["C", "C", "H", "H", "H", "H", "H", "H", "C", "C", "H", "H", "H", "H", "H", "H"], "xyz": [[1.82, 0.64, 0.19], [1.23, 1.17, 1.47], [1.69, -0.44, 0.28], [1.30, 1.01, -0.72], [2.91, 0.84, 0.15], [0.19, 0.80, 1.58], [1.77, 0.78, 2.35], [1.25, 2.26, 1.58], [-1.38, -0.46, -1.42], [-1.66, -1.37, -0.28], [-1.14, -0.78, -2.43], [-2.20, 0.26, -1.39], [-0.47, 0.22, -1.13], [-2.61, -1.93, -0.43], [-1.79, -0.71, 0.59], [-0.90, -2.15, -0.13]]}

***

Relative energy (zero: lowest compared OMol25 entry of this formula, charge and spin) / kJ/mol: 250.2; 163.3; 246.7; 46.5
Electronic energy / eV: -9874.573; -8834.510; -7763.969; -4330.750